(1)
A molecular structure, C26H13BF7MnN3O6S, computed with wB97M-V/def2-TZVPD.

Geometry as XYZ:
```
58
Properties=species:S:1:pos:R:3:forces:R:3:lowdin_charge:R:1
Mn -0.0457 0.4020 -0.1134 0.1126 -0.2746 0.0028 0.83
O 2.1190 -1.8183 -2.4618 0.0663 -0.0443 -0.1027 0.20
C 1.4617 -1.4059 -1.5639 -0.2516 0.3567 -0.1009 -0.49
O 0.5683 -0.3921 -1.6505 0.0553 -0.3340 0.1443 -0.08
C 1.4430 -1.9982 -0.1795 -0.1531 0.0919 0.0074 -0.12
C 1.9659 -3.2212 0.1919 0.1038 -0.0977 0.0077 0.09
C 1.6675 -3.7065 1.4584 -0.0154 0.0110 -0.0019 0.05
C 0.8219 -2.9782 2.2956 0.0950 -0.1743 0.0550 0.08
C 0.3661 -1.7609 1.8462 -0.0714 0.2455 0.0055 -0.15
N 0.7088 -1.2691 0.6569 0.0239 -0.1297 -0.0889 0.09
C -0.6179 -0.9625 2.6115 0.1257 -0.1891 -0.0195 -0.39
O -1.0895 -1.2071 3.6545 -0.1178 0.1923 0.0384 0.24
O -1.0157 0.2165 1.8473 0.4214 -0.0515 0.0097 -0.47
H 2.5686 -3.7714 -0.5198 -0.0190 -0.0199 0.0288 0.15
H 2.0513 -4.6652 1.7809 0.0086 0.0103 -0.0021 0.14
H 0.5076 -3.3438 3.2641 0.0239 -0.0213 -0.0208 0.15
O 7.3624 0.5389 -3.0945 -0.2237 -0.0260 0.0669 0.15
C 6.5857 -0.1505 -2.2419 0.2169 0.1234 -0.1866 -0.47
O 6.9265 -1.2057 -1.8030 -0.0156 -0.0634 0.0904 0.16
C 5.2577 0.4518 -1.8564 -0.0108 -0.0200 -0.0095 -0.09
C 4.4757 1.2001 -2.7245 -0.0109 0.0454 -0.0442 0.03
C 3.2171 1.6316 -2.3363 -0.0012 -0.0053 -0.0919 0.02
C 2.7540 1.3303 -1.0625 -0.1842 0.0882 -0.0173 -0.21
C 3.5217 0.5599 -0.1963 -0.0369 0.0302 0.1137 0.00
C 4.7708 0.1297 -0.5951 0.0134 -0.0350 -0.0014 0.04
N 1.4117 1.7368 -0.7107 0.2641 -0.4473 0.6003 0.04
C 0.9160 2.8239 -1.1731 -0.2804 0.3462 -0.1563 0.04
C -0.5381 2.9927 -1.1355 0.4068 -0.2341 0.0254 -0.20
C -1.2089 4.1011 -1.5800 -0.1406 0.2762 -0.0635 0.06
C -2.6055 4.0573 -1.6127 0.0516 0.0934 -0.0310 0.03
C -3.2601 2.9072 -1.2183 -0.0283 -0.0324 0.0090 0.03
C -2.5099 1.8252 -0.7737 0.1658 0.1362 0.0135 -0.04
N -1.1786 1.8760 -0.7282 -0.3655 0.0957 -0.0476 0.03
H 7.0020 1.4120 -3.2969 0.0609 -0.0358 0.0270 0.12
H 4.8075 1.4031 -3.7351 -0.0002 0.0066 -0.0007 0.14
H 2.5810 2.1371 -3.0523 0.0302 -0.0356 -0.0005 0.13
H 3.1649 0.2844 0.7823 0.0334 0.0228 0.0272 0.11
H 5.3804 -0.4820 0.0568 -0.0145 0.0054 -0.0065 0.14
H 1.5526 3.5616 -1.6530 -0.0395 -0.0240 -0.0539 0.17
H -0.6636 4.9792 -1.9017 -0.0421 -0.0186 -0.0096 0.14
H -3.1669 4.9153 -1.9591 0.0158 -0.0119 0.0043 0.14
H -4.3378 2.8327 -1.2560 0.0070 0.0057 0.0062 0.14
H -2.9778 0.9024 -0.4536 -0.0117 -0.0182 -0.0001 0.13
F 0.4308 2.6881 1.5913 0.0217 0.0594 0.0985 0.27
B 0.9140 1.4936 1.3603 -0.0427 0.0813 -0.0084 -0.67
F 1.7145 0.9110 2.2126 0.0667 0.0525 -0.0827 0.29
F -7.4361 -0.8603 2.3479 0.0654 0.0281 -0.0065 0.18
C -6.2011 -0.4051 2.3868 -0.2222 -0.0852 -0.0039 -0.12
C -5.1909 -1.0882 1.7334 -0.0376 -0.1104 -0.0491 -0.13
F -5.4624 -2.1927 1.0588 0.0240 0.0150 0.0129 0.17
C -3.8927 -0.6140 1.7765 0.0450 -0.0015 -0.1139 -0.19
F -2.9602 -1.3176 1.0986 0.0589 0.0485 0.0219 0.09
C -3.5790 0.5503 2.4599 0.1257 0.0015 0.1006 -0.32
S -1.9984 1.3093 2.7238 -0.2817 -0.0648 -0.3387 1.22
C -4.6113 1.2234 3.0939 -0.0630 0.0490 0.1090 -0.23
F -4.3073 2.3422 3.7586 0.0526 -0.0133 -0.0248 0.11
C -5.9112 0.7634 3.0726 -0.1341 0.1252 0.0904 -0.13
F -6.8660 1.4266 3.6945 0.0539 -0.0244 -0.0317 0.18
```
Forces are in eV/Å.

The total charge is +2. The spin multiplicity is 2. The value obtained for the HOMO energy (alpha / beta) is -14.71 / -14.71 eV. The calculation puts the frontier orbital gap (alpha / beta) at 6.431 / 6.366 eV. The value obtained for the relative energy (zero: lowest compared OMol25 entry of this formula, charge and spin) is 247.88 kJ/mol. For the strongest force on any atom, the calculation gives 0.79 eV/Å. Its calculated total energy is -3886.90048 Ha.


(2)
C6H9NO2 in the gas phase, computed with wB97M-V/def2-TZVPD.

Geometry as XYZ:
```
18
Properties=species:S:1:pos:R:3:forces:R:3:lowdin_charge:R:1
O 2.8270 -1.1968 -0.3215 -0.4825 2.2246 0.7859 0.00
C 2.5569 -0.0114 -0.0740 0.6195 -1.0820 -1.0875 -0.32
N 1.3826 0.4525 0.4223 -0.6600 0.1474 -0.5847 -0.02
C 0.6761 1.7502 0.0444 0.3107 0.7800 0.5969 -0.03
C -0.5056 0.8130 -0.4329 -0.1777 0.3535 0.7366 -0.25
O -1.9539 0.7627 -0.2216 1.7684 -0.8178 -0.6129 -0.09
C -2.1431 -0.7170 -0.0782 0.4161 0.2440 -0.8957 -0.12
C -0.7381 -1.4222 0.0942 0.1701 -1.8273 -1.4735 -0.11
C 0.0385 -0.2051 0.5097 0.1296 -0.4105 1.0811 -0.26
H 3.2750 0.8497 -0.2737 -0.5016 -0.8924 0.2018 0.14
H 0.4242 2.3356 0.9753 0.3221 -0.5665 -0.9563 0.13
H 1.2522 2.3987 -0.6909 -0.9168 -0.8880 0.8096 0.13
H -0.1743 0.5107 -1.4430 -0.6884 0.0128 0.0912 0.17
H -2.7152 -0.8862 0.8092 -0.4646 0.1663 0.5598 0.10
H -2.7162 -1.1302 -0.9362 0.4719 0.4868 0.3821 0.12
H -0.8377 -2.1963 0.8463 0.0741 0.0411 0.3892 0.10
H -0.3953 -2.0262 -0.8181 -0.3618 1.4430 0.9291 0.14
H -0.2530 -0.0819 1.5885 -0.0290 0.5850 -0.9525 0.18
```
Forces are in eV/Å.

As for the structure (SMILES): O=CN1C[C@@H]2OCC[C@H]21. The value obtained for the HOMO energy is -9.62 eV. The calculation puts the frontier orbital gap at 10.508 eV. The value obtained for the relative energy (zero: lowest compared OMol25 entry of this formula, charge and spin) is 319.91 kJ/mol. For the strongest force on any atom, the calculation gives 2.41 eV/Å. Its calculated total energy is -439.15452 Ha.


(3)
A molecular structure, C16H32AlK4O16P, computed with wB97M-V/def2-TZVPD.

Geometry as XYZ:
```
70
Properties=species:S:1:pos:R:3:forces:R:3:lowdin_charge:R:1
Al 1.5442 -4.8050 -0.3656 0.2448 0.4035 0.1364 1.01
K -2.9784 -7.4507 -3.4121 -0.0458 0.0519 -0.3008 0.95
K -7.3845 -2.5188 -0.6981 -0.0920 0.0427 -0.4761 0.95
K -3.8882 -0.9938 2.4908 0.5309 0.2800 0.0034 0.92
K -4.6707 -6.3549 1.9661 0.1732 -0.1024 -0.0618 0.93
P -3.0427 -3.5753 -0.9146 0.2783 -0.9589 0.8805 -0.03
O -2.3270 -3.8133 0.4860 -1.2606 0.4633 -1.5503 -0.27
O -3.5352 -2.1157 -0.9042 0.3962 -0.5448 0.3505 -0.17
O -4.2165 -4.5678 -1.0849 0.9672 0.4733 0.3594 -0.38
O -1.9607 -3.6995 -2.0198 -1.0357 0.0617 0.8137 -0.16
C 3.0150 0.1292 5.0799 -0.4115 -0.6267 0.5673 -0.06
C 3.4194 0.2260 3.6368 0.8088 -0.6058 0.7356 -0.23
O 2.5391 1.0890 2.9549 -0.9814 0.2406 -1.0321 0.03
C 1.4645 0.6589 2.2551 2.2740 0.0398 1.3292 -0.56
O 1.1832 -0.5059 2.0654 -0.7012 0.7055 -0.3547 0.09
O 0.8879 1.7921 1.8723 -0.4454 -0.1031 -0.4421 0.03
C -0.1311 1.7665 0.8999 -0.8192 -0.9650 -0.4619 -0.04
H 3.6359 -0.5796 5.6279 0.3973 0.1914 -0.0636 0.08
H 2.0282 -0.3269 5.1592 -0.3121 0.2343 -0.0556 0.07
H 3.0205 1.0868 5.6005 0.0176 -0.0423 -0.1419 0.09
H 3.5089 -0.7690 3.2007 -0.3873 0.0527 -0.3182 0.12
H 4.4125 0.6719 3.5831 -0.1323 0.2103 -0.2689 0.13
H -1.1093 1.8955 1.3632 0.0195 0.6308 0.2187 0.08
H -0.2300 0.7878 0.4305 0.5126 -0.1646 -0.1417 0.08
H 0.0466 2.5041 0.1173 0.0823 0.1154 0.3793 0.11
C 5.2383 2.2532 -2.9507 -0.1173 0.0726 0.2882 -0.05
C 4.4729 0.9851 -2.6976 -0.8766 -0.2922 0.5595 -0.19
O 3.4487 0.9929 -3.7382 -0.3053 -0.4300 -0.4420 0.04
C 2.3809 0.2223 -3.6661 1.0967 -2.1449 3.6024 -0.56
O 2.2140 -0.6836 -2.7788 0.0456 2.3815 -2.6767 0.03
O 1.5451 0.5774 -4.5944 -1.0943 0.3189 -1.0782 0.05
C 0.2746 -0.0452 -4.6420 -1.2227 -1.1342 0.7225 -0.05
H 4.5743 3.1165 -2.9071 -0.1761 -0.1178 -0.4189 0.09
H 5.6721 2.1218 -3.9420 0.2749 0.5539 0.1470 0.09
H 5.9716 2.4920 -2.1804 0.3164 -0.5300 -0.1803 0.09
H 3.9220 0.9141 -1.7597 0.1461 0.3607 0.1984 0.11
H 5.0718 0.0752 -2.7353 0.0486 0.0456 -0.4586 0.13
H 0.3341 -1.1203 -4.8118 0.4265 0.0000 -0.1524 0.09
H -0.4367 0.3441 -5.3704 0.9940 0.5934 -0.4430 0.10
H -0.2781 0.0464 -3.7070 0.4031 0.2168 0.3988 0.09
C -5.0776 8.3091 -5.4980 -0.4836 1.5909 0.0989 -0.06
C -4.0054 7.3708 -5.1347 1.2795 2.1859 0.2104 -0.24
O -4.6869 6.1933 -4.9116 -1.8779 -0.5930 -1.0363 0.09
C -4.2194 5.2979 -4.1416 2.4622 -1.4650 -0.3316 -0.62
O -3.1009 5.3377 -3.6655 -0.5844 -0.4629 0.9306 0.15
O -5.0295 4.2363 -4.1948 -0.6009 -1.4341 1.9819 0.03
C -4.7691 3.1540 -3.2290 0.3540 -0.0199 -1.0774 -0.03
H -5.6102 8.5361 -4.5745 -0.6934 -0.1815 -0.2981 0.09
H -5.6927 7.8907 -6.2947 -0.2058 0.2029 0.1986 0.10
H -4.6842 9.2785 -5.8039 0.1364 -0.1029 -0.2829 0.09
H -3.5182 7.7069 -4.2194 0.1938 -0.1886 0.0440 0.14
H -3.2493 7.3813 -5.9197 0.0787 -0.9954 -0.0662 0.14
H -3.7734 2.7511 -3.4147 0.1827 0.3475 0.2543 0.09
H -5.4336 2.3166 -3.4416 -0.3862 0.4567 -0.4405 0.08
H -4.9157 3.3936 -2.1758 0.1483 0.6744 -0.2013 0.09
C -0.3779 -3.9568 5.3414 -0.4580 0.4901 0.0171 -0.07
C 0.1808 -5.2938 5.7742 -0.5964 -0.3817 -0.5760 -0.22
O 1.5217 -5.2185 6.2077 0.9440 -0.0914 0.4781 0.06
C 2.4687 -5.0416 5.3003 1.4229 0.6669 -1.7360 -0.49
O 2.2419 -4.9493 4.0785 0.8241 -0.3795 2.3899 0.05
O 3.7130 -4.9141 5.9205 -4.0059 -1.0414 0.1730 0.00
C 4.8380 -5.0134 5.1128 1.5660 1.0650 -0.6299 -0.07
H 0.0222 -3.6334 4.3804 0.1321 -0.1907 -0.0089 0.06
H -0.2375 -3.1197 6.0252 0.2519 -0.2893 0.3337 0.09
H -1.4589 -4.0561 5.2421 -0.2252 -0.1029 -0.0894 0.06
H 0.0477 -5.9855 4.9423 0.6045 -0.0296 -0.3801 0.11
H -0.3717 -5.8277 6.5474 0.1291 0.7119 0.5237 0.13
H 5.0123 -5.9831 4.6464 -0.5686 0.1175 -0.2950 0.11
H 5.7207 -4.8447 5.7297 -0.2860 -0.0569 0.4023 0.11
H 4.8085 -4.1396 4.4620 0.2247 -0.4811 -0.7581 0.09
```
Forces are in eV/Å.

The total charge is +4. The value obtained for the HOMO energy is -16.23 eV. The calculation puts the frontier orbital gap at 1.495 eV. The value obtained for the relative energy (zero: lowest compared OMol25 entry of this formula, charge and spin) is 345.49 kJ/mol. For the strongest force on any atom, the calculation gives 4.33 eV/Å. Its calculated total energy is -4814.88143 Ha.


(4)
C4H5NO2 in the gas phase, computed with wB97M-V/def2-TZVPD.

Geometry as XYZ:
```
12
Properties=species:S:1:pos:R:3:forces:R:3:lowdin_charge:R:1
O -0.7235 0.8704 -1.6251 0.0345 -0.2762 0.1293 0.09
C -0.5483 -0.3622 -1.4033 0.0082 0.2774 -0.1498 -0.05
C -0.5971 -0.7775 0.0200 -0.1156 -0.1005 -0.1431 -0.62
O -1.7386 -1.3038 -0.0991 0.0892 0.0270 0.0846 0.07
N 0.3321 -0.8852 1.0374 -0.1001 -0.2701 -0.0722 0.10
C -0.1115 0.6290 0.8721 -0.0100 0.4101 0.2489 -0.08
C 1.2908 0.1726 0.7762 0.2394 0.0994 -0.0378 -0.14
H -0.5578 -1.0664 -2.2269 0.0235 0.0010 0.0964 0.16
H -0.5349 1.0029 1.7994 0.0567 -0.0779 -0.1461 0.12
H -0.5539 1.1888 -0.5662 -0.0152 -0.0635 -0.0271 0.14
H 1.7808 0.2058 -0.2007 -0.0894 -0.0166 0.1318 0.11
H 1.9619 0.3256 1.6161 -0.1211 -0.0101 -0.1148 0.11
```
Forces are in eV/Å.

The value obtained for the HOMO energy is -9.64 eV. The calculation puts the frontier orbital gap at 9.836 eV. The value obtained for the relative energy (zero: lowest compared OMol25 entry of this formula, charge and spin) is 500.11 kJ/mol. For the strongest force on any atom, the calculation gives 0.48 eV/Å. Its calculated total energy is -360.47894 Ha.


(5)
C3H3Br in the gas phase, computed with wB97M-V/def2-TZVPD.

Geometry as XYZ:
```
7
Properties=species:S:1:pos:R:3:forces:R:3:lowdin_charge:R:1
C -0.6448 -1.5325 -0.5044 -4.0532 -5.4549 1.2011 -0.65
C -1.4649 -2.6981 -0.4364 3.0353 5.4781 0.0605 -0.18
C -0.1509 -0.1895 -0.1732 -0.1654 0.5477 -2.8285 -0.13
Br 0.2885 -2.9278 -1.6291 0.6463 0.1377 -0.3394 0.72
H 0.4403 0.0642 -1.0931 -1.0558 0.6462 0.3226 0.09
H 0.6336 -0.1065 0.4873 1.5856 -0.6616 2.2499 0.04
H -0.8854 0.5788 0.1317 0.0072 -0.6932 -0.6663 0.10
```
Forces are in eV/Å.

The value obtained for the HOMO energy is -9.02 eV. The calculation puts the frontier orbital gap at 9.386 eV. The value obtained for the relative energy (zero: lowest compared OMol25 entry of this formula, charge and spin) is 262.85 kJ/mol. For the strongest force on any atom, the calculation gives 6.90 eV/Å. Its calculated total energy is -2689.94949 Ha.


(6)
C5H10N2 in the gas phase, computed with wB97M-V/def2-TZVPD.

Geometry as XYZ:
```
17
Properties=species:S:1:pos:R:3:forces:R:3:lowdin_charge:R:1
C -0.0269 1.6714 0.3426 -1.0941 -0.6008 -0.0265 -0.07
C -0.7119 0.2706 0.0388 0.8645 1.2255 -0.4116 -0.36
C -1.0870 0.2138 -1.4408 -0.2939 -0.0846 -0.1528 -0.08
C 0.2307 -0.8336 0.4447 0.6470 0.8153 -0.9479 -0.36
N -0.1823 -1.7614 1.3838 -0.5708 -1.0859 1.6338 0.07
C 1.4982 -0.7998 0.0986 -5.0170 -0.0018 1.4448 -0.19
N 2.6414 -0.9260 -0.1607 4.6841 0.6041 -2.3025 0.15
H 0.8260 1.8836 -0.3102 -0.0796 -0.3200 0.0320 0.07
H -0.7721 2.4504 0.1541 0.1181 0.0797 0.0617 0.07
H 0.2917 1.7442 1.3870 -0.0369 -0.0946 -0.1692 0.08
H -1.6345 0.2029 0.6298 0.2980 -0.0912 0.0729 0.13
H -1.5473 -0.7486 -1.6910 0.0832 0.1208 0.0011 0.08
H -0.2121 0.3477 -2.0857 -0.0523 -0.0485 0.1473 0.08
H -1.8069 1.0022 -1.6863 0.0871 -0.0694 0.0043 0.08
H 0.4530 -2.5529 1.4740 -0.5387 0.2240 -0.0490 0.09
H -1.1511 -2.0493 1.2785 0.4032 -0.0465 -0.0558 0.09
H 3.1910 -0.1152 0.1430 0.4982 -0.6259 0.7173 0.08
```
Forces are in eV/Å.

As for the structure (SMILES): CC(C)C(N)=C=N. The value obtained for the HOMO energy is -7.01 eV. The calculation puts the frontier orbital gap at 8.040 eV. The value obtained for the relative energy (zero: lowest compared OMol25 entry of this formula, charge and spin) is 184.01 kJ/mol. For the strongest force on any atom, the calculation gives 5.25 eV/Å. Its calculated total energy is -305.95377 Ha.